A | A 2-piece molecular cluster, C4H9N2OS overall, computed with ωB97M-V with the def2-TZVPD basis set.

XYZ file:
```
17
Properties=species:S:1:pos:R:3:lowdin_charge:R:1
C -0.729 0.766 0.229 -0.36
C 0.316 -1.021 0.366 -0.20
C 0.163 -0.758 -0.960 -0.07
C 1.212 -0.036 -1.682 -0.04
N -0.484 1.729 0.962 -0.29
N -0.427 -1.892 1.037 0.14
O -1.931 0.553 -0.211 0.14
S 0.851 2.235 1.818 0.86
H 1.139 -0.777 0.956 0.14
H -0.589 -1.101 -1.570 0.13
H 1.587 -0.761 -2.474 0.13
H 2.070 -0.035 -0.982 0.11
H 0.952 0.812 -2.324 0.11
H -1.325 -2.380 0.832 0.16
H -2.578 1.166 -0.077 0.10
H -0.544 -1.813 2.043 0.13
H 0.316 3.313 2.035 -0.19
```

Total charge ... +1
HOMO-LUMO gap ... 8.491 eV

B | An isolated ion of composition C4H9N2OS and charge +1, computed with ωB97M-V with the def2-TZVPD basis set.

XYZ file:
```
17
Properties=species:S:1:pos:R:3:lowdin_charge:R:1
C -1.517 0.707 -0.036 -0.60
C -0.142 -1.481 -0.188 -0.34
C 0.679 -0.270 0.229 -0.64
C 1.822 -0.112 -0.773 0.00
N -0.218 0.846 0.176 0.10
N -2.455 1.578 0.124 0.19
O 1.077 -0.244 1.572 0.00
S -1.883 -0.981 -0.398 1.07
H 0.253 -1.941 -1.089 0.09
H -0.041 -2.346 0.604 0.15
H 2.477 0.721 -0.631 0.08
H 1.394 0.067 -1.663 0.04
H 2.706 -0.908 -0.890 0.16
H 0.113 1.796 0.618 0.24
H -2.387 2.498 0.299 0.09
H -3.443 1.190 0.167 0.18
H 1.562 -1.122 1.879 0.19
```

Total charge ... +1
HOMO-LUMO gap ... 10.828 eV

C | An isolated ion of composition C4H9N2OS and charge +1, computed with ωB97M-V with the def2-TZVPD basis set.

XYZ file:
```
17
Properties=species:S:1:pos:R:3:lowdin_charge:R:1
C 1.192 -1.029 -0.026 -0.66
C 0.724 1.791 0.762 -0.32
C -1.270 -0.371 -0.198 -0.43
C -1.566 0.038 -1.413 0.09
N -0.115 -1.271 -0.045 0.10
N 2.014 -2.024 -0.207 0.14
O -2.188 -0.391 0.841 0.06
S 1.875 0.563 0.079 1.01
H 0.101 2.326 -0.072 0.10
H 0.246 1.213 1.493 0.02
H -2.536 0.455 -1.684 0.09
H -0.706 -0.123 -2.160 0.12
H 1.389 2.557 1.165 0.05
H -0.514 -2.217 -0.261 0.20
H 1.749 -2.951 0.040 0.13
H 3.074 -1.854 -0.173 0.17
H -3.002 0.107 0.684 0.13
```

Total charge ... +1
HOMO-LUMO gap ... 10.043 eV

It comes down to B, which is 78.9 kJ/mol more stable than the next structure.

A | A 2-piece molecular cluster, C4H13NOS overall, computed with ωB97M-V with the def2-TZVPD basis set.

XYZ file:
```
20
Properties=species:S:1:pos:R:3:lowdin_charge:R:1
C -0.265 -1.463 0.266 -0.22
C -1.734 -1.106 0.506 -0.55
S -2.125 -0.401 2.126 0.75
C 0.663 -0.297 0.589 -0.21
N 0.287 0.940 -0.022 0.10
C 1.013 2.144 0.281 0.00
H 0.073 -2.317 0.842 0.12
H -0.167 -1.728 -0.786 0.11
H -2.388 -1.940 0.292 0.08
H -2.017 -0.307 -0.190 0.07
H -1.559 -1.347 2.891 -0.12
H 0.757 -0.131 1.663 0.13
H 1.693 -0.504 0.253 0.17
H 0.066 0.861 -1.030 0.13
H 1.918 2.167 -0.336 0.13
H 1.283 2.154 1.333 0.11
H 0.373 3.001 0.070 0.12
H 0.688 0.645 -3.473 0.07
H 1.106 -0.333 -2.388 0.04
O 0.336 -0.037 -2.887 -0.03
```

<S²> ... 0.7542
Total charge ... +1
Spin multiplicity ... 2
HOMO-LUMO gap (spin up / spin down) ... 9.539 / 5.146 eV

B | A 2-piece molecular cluster, C4H13NOS overall, computed with ωB97M-V with the def2-TZVPD basis set.

XYZ file:
```
20
Properties=species:S:1:pos:R:3:lowdin_charge:R:1
C -0.866 1.072 -0.136 -0.25
C -1.778 0.414 -1.122 -0.47
S -3.145 -0.386 -0.275 1.18
C -0.106 0.243 0.905 -0.23
N 0.397 -0.955 0.189 -0.13
C 1.038 -1.859 1.146 -0.12
H -1.459 1.771 0.462 0.12
H -0.171 1.739 -0.652 0.11
H -2.273 1.149 -1.770 0.10
H -1.371 -0.252 -1.892 0.11
H -2.432 -1.410 0.272 -0.03
H -0.830 -0.138 1.631 0.11
H 0.724 0.782 1.359 0.13
H 1.081 -0.643 -0.485 0.09
H 1.686 -1.334 1.853 0.08
H 0.267 -2.377 1.728 0.08
H 1.587 -2.663 0.657 0.09
H 3.295 1.531 -1.354 0.03
H 1.891 1.845 -1.597 0.04
O 2.464 1.470 -0.917 -0.03
```

<S²> ... 0.7531
Total charge ... +1
Spin multiplicity ... 2
HOMO-LUMO gap (spin up / spin down) ... 9.172 / 3.898 eV

It comes down to A, which is 100.8 kJ/mol more stable than the next structure.